The following is a quantum chemistry calculation of a 6-piece molecular cluster, C42H84F9N3O7S overall in a non-equilibrium geometry, from the OMol25 dataset.

Spin multiplicity: 2
Calculated total energy: -3638.19806 Eh
HOMO level (spin up / spin down): -0.902 / -3.524 eV
Kohn-Sham gap (spin up / spin down): 1.997 / 4.666 eV
Net charge: -1

Structure (XYZ):
```
146
Properties=species:S:1:pos:R:3:forces:R:3:mulliken_charge:R:1
C -5.1006 -1.4508 -4.3914 0.519 0.974 0.493 -0.725
C -5.7603 -0.1343 -4.0245 -0.027 1.021 1.122 -0.999
C -5.0780 0.5654 -2.7559 -1.006 0.136 -1.863 0.324
C -5.6411 2.0122 -2.6577 0.067 -0.468 -0.838 -1.684
N -4.8852 2.9750 -1.7569 -0.925 -0.631 -0.187 1.419
C -3.5656 3.3573 -2.5120 0.215 -1.687 1.349 -0.194
C -3.8492 4.6219 -3.2060 1.212 0.820 -0.012 -0.667
C -5.2607 5.0214 -2.9035 0.083 0.623 -0.635 -0.858
C -5.6880 4.2376 -1.6542 0.667 0.524 -1.344 -0.828
C -4.6457 2.3623 -0.4061 2.845 -0.372 -1.234 -0.761
C -5.8230 1.9741 0.3716 -2.219 -0.665 0.581 -0.521
C -5.5965 1.1872 1.6370 0.190 -1.022 1.484 -1.245
H -4.1860 -1.0866 -4.8594 0.167 -0.790 -0.421 0.011
H -5.7225 -2.0437 -5.0620 0.306 -0.097 0.117 0.398
H -4.7679 -1.9664 -3.4905 -0.321 -0.455 -0.125 0.234
H -6.8339 -0.1963 -3.8465 -0.138 -0.197 0.094 0.388
H -5.6333 0.5266 -4.8819 -0.109 0.243 -0.007 0.382
H -4.0091 0.5438 -2.9684 0.143 0.163 0.355 0.065
H -5.2818 -0.0483 -1.8784 0.058 0.215 0.115 0.359
H -6.7224 2.0422 -2.5236 -0.017 -0.316 1.351 0.469
H -5.6971 2.5281 -3.6162 0.983 -0.254 -0.450 0.652
H -2.7178 3.4467 -1.8328 -0.388 -0.146 0.507 0.174
H -3.2894 2.5199 -3.1527 -0.307 0.036 0.040 0.048
H -3.2449 5.4150 -2.7658 0.638 -0.204 -0.556 0.387
H -3.6492 4.4436 -4.2626 0.040 0.731 0.006 0.401
H -5.2484 6.0985 -2.7367 -0.581 -0.078 -0.003 0.442
H -5.6990 4.8129 -3.8795 -1.497 -0.011 0.663 0.303
H -5.3247 4.6971 -0.7350 -0.405 0.353 -0.080 0.588
H -6.7674 4.0949 -1.7048 0.199 -0.429 0.646 0.320
H -3.8643 2.9622 0.0605 -0.631 0.743 0.481 0.829
H -3.9889 1.5347 -0.6738 -0.319 -0.751 0.250 -0.031
H -6.4074 1.2343 -0.1754 -0.244 0.532 -0.758 0.131
H -6.4979 2.7857 0.6432 0.158 0.415 -0.445 0.311
H -5.8464 0.1314 1.5325 1.266 -0.388 -0.748 0.441
H -6.3496 1.2743 2.4201 -0.152 1.453 0.060 0.519
H -4.6237 1.3551 2.0991 -0.002 -0.340 -0.055 -0.034
C 1.0732 -2.4697 4.8090 -0.219 0.139 0.433 -1.280
C -0.2691 -2.1031 4.1874 1.416 0.820 -0.895 0.138
C -0.8362 -0.8042 4.7742 -1.387 -0.206 0.857 -0.710
C -0.2622 0.3911 4.0407 0.492 0.470 -1.142 -1.390
N -0.7221 1.8144 4.2278 -1.985 1.476 3.436 3.555
C -2.1110 2.0340 3.5308 0.308 -0.816 0.524 -1.327
C -1.8012 2.8247 2.2936 -1.613 0.563 -1.706 1.071
C -0.3152 2.9900 2.1893 1.017 -0.230 -0.349 0.038
C 0.1218 2.9178 3.6287 1.269 -1.015 -0.594 -2.001
C -0.7613 2.1631 5.8128 -0.543 0.470 -1.402 -1.393
C 0.5317 1.9590 6.6133 0.106 -1.539 -0.882 -0.110
C 0.3187 2.0116 8.1017 -0.274 0.928 0.761 -1.422
H 1.4700 -3.4160 4.4415 -0.462 -0.258 0.716 0.370
H 0.9215 -2.3332 5.8798 0.501 -0.940 0.332 0.348
H 1.8786 -1.7745 4.5723 -0.160 0.536 -0.321 0.187
H -1.0190 -2.8935 4.1549 0.302 -0.064 0.301 0.535
H 0.0299 -1.8886 3.1615 -0.710 -0.096 -0.505 -0.266
H -0.6751 -0.7258 5.8494 0.588 -0.082 0.189 0.161
H -1.9132 -0.9721 4.7784 -0.360 0.831 -0.665 0.337
H -0.4386 0.2472 2.9748 0.627 -0.289 -0.180 0.202
H 0.7929 0.4214 4.3128 0.179 -0.046 -0.556 0.394
H -2.8659 2.4957 4.1673 0.473 0.204 0.453 -0.096
H -2.5052 1.0553 3.2571 0.255 -0.168 0.199 0.301
H -2.4024 3.7203 2.1366 0.460 0.959 1.360 0.458
H -2.2939 2.3866 1.4256 0.829 -1.273 -0.219 -1.248
H 0.0224 3.9356 1.7649 -0.211 0.077 -0.101 1.250
H 0.1266 2.1935 1.5907 -0.056 -0.088 -0.002 -0.432
H 0.0557 3.9212 4.0493 -1.037 -0.212 0.827 0.396
H 1.1555 2.6630 3.8624 0.325 -0.247 -0.560 -0.254
H -1.6008 1.6166 6.2427 0.228 -0.393 -0.094 0.064
H -1.1008 3.1982 5.7765 0.204 0.141 0.225 1.028
H 1.4108 2.5436 6.3419 -0.474 0.630 -0.304 0.241
H 0.8766 0.9486 6.3934 -0.013 -0.254 -0.049 -0.097
H -0.4168 1.3184 8.5099 0.031 -0.227 -0.292 0.355
H -0.0218 3.0067 8.3882 -0.106 0.152 0.080 0.382
H 1.2566 1.8757 8.6402 0.034 -0.198 -0.131 0.424
C 3.0285 -3.3894 -3.1256 0.605 0.387 -0.101 -0.979
C 4.3398 -2.8911 -2.4871 -1.030 -1.489 -0.224 -0.849
C 4.0008 -2.0351 -1.3050 2.045 2.538 1.078 0.524
C 5.3446 -1.4801 -0.6566 0.087 -0.616 1.200 -1.680
N 5.1961 -0.5360 0.5933 -1.233 0.287 -1.469 1.540
C 4.5127 0.7375 0.0262 -0.392 -0.197 1.087 -0.889
C 3.0549 0.7873 0.5520 -0.009 0.119 -0.239 -0.857
C 2.7806 -0.4888 1.3968 1.222 1.585 0.252 0.659
C 4.1780 -1.0970 1.5750 -0.025 -1.510 0.215 -1.427
C 6.5592 -0.3349 1.3483 -0.655 -0.608 -3.295 -1.095
C 7.7078 -0.0170 0.3089 -1.161 -0.341 -0.041 -0.354
C 8.9371 0.4901 0.9633 0.912 0.433 0.520 -1.526
H 2.4967 -2.5530 -3.5792 0.022 0.074 -0.092 0.336
H 2.3460 -3.8146 -2.3897 0.184 -0.409 -0.171 -0.053
H 3.3473 -4.0567 -3.9263 -0.651 -0.353 0.084 0.472
H 4.9208 -2.5101 -3.3270 0.171 0.960 0.461 0.404
H 4.9191 -3.7524 -2.1548 -0.029 -0.219 0.184 0.442
H 3.3864 -2.4742 -0.5190 0.117 -0.643 -0.327 -0.033
H 3.4525 -1.1456 -1.6152 -0.246 0.024 -0.258 0.282
H 6.0151 -0.9935 -1.3650 -0.572 0.452 -0.145 0.423
H 5.9975 -2.2625 -0.2697 -0.404 -0.615 0.047 0.458
H 5.0775 1.5327 0.5128 0.018 0.373 -0.770 0.493
H 4.4761 0.7122 -1.0629 0.791 0.203 0.218 0.175
H 2.9876 1.7070 1.1331 -0.036 -0.172 0.571 0.444
H 2.2736 0.9679 -0.1863 0.325 -0.480 -0.493 0.254
H 2.5388 -0.0293 2.3551 -0.523 -0.677 0.297 -0.065
H 1.9688 -1.1288 1.0510 0.349 0.056 -0.150 0.237
H 4.5387 -0.9697 2.5957 0.199 0.495 -0.120 0.205
H 4.2141 -2.1784 1.4426 -0.211 -0.025 -0.032 0.359
H 6.7072 -1.3567 1.6980 0.234 0.370 0.803 0.475
H 6.3623 0.4403 2.0888 0.279 -0.233 0.080 0.555
H 7.3641 0.5742 -0.5399 -0.216 0.565 0.342 0.485
H 8.0973 -0.8989 -0.1998 -0.724 -0.615 0.198 0.276
H 9.1931 -0.2572 1.7144 0.385 0.214 0.238 0.350
H 8.8919 1.4758 1.4265 -0.257 -0.038 0.070 0.376
H 9.7431 0.5185 0.2302 0.102 0.014 0.094 0.377
C 1.6085 -5.4557 2.4926 -2.699 -2.541 2.516 0.327
O 1.4814 -6.1289 1.2320 0.674 -0.313 -2.091 -0.397
O 0.9414 -6.2932 3.4143 2.799 2.177 -1.457 -0.954
C 3.1402 -5.1109 2.7458 -3.221 -0.995 -1.149 0.823
F 3.8940 -6.1505 2.7163 1.550 -2.636 0.254 -0.318
F 3.6140 -4.3485 1.7461 0.529 1.754 -1.105 -0.293
F 3.3762 -4.4823 3.8614 0.243 1.290 1.768 -0.302
C 1.7434 -5.5227 -0.0419 -0.917 0.581 -0.431 0.473
C 1.1951 -6.3517 -1.2793 1.562 -0.233 1.405 -1.358
H 0.3417 -6.9514 -0.9629 -0.092 0.232 -0.231 0.351
H 1.0363 -5.7582 -2.1797 -0.516 0.381 0.370 0.350
H 1.9975 -7.0156 -1.6011 -0.079 -0.498 0.162 0.355
H 2.7848 -5.2328 -0.1811 0.399 -0.605 -0.086 0.138
H 1.2512 -4.5560 -0.1486 -0.507 0.399 0.533 -0.094
H 0.9908 -4.5577 2.4873 0.464 1.154 -0.580 0.004
C 0.5053 1.5435 -7.4733 0.953 -3.517 -2.579 -0.213
O -0.6766 0.7905 -7.0601 -0.109 0.995 2.117 -0.358
O 0.8297 0.9744 -8.7311 -0.804 3.381 2.554 -0.879
C 0.2082 3.1000 -7.1652 0.295 -0.879 -1.594 0.936
F -0.7348 3.3290 -6.2592 -1.304 -0.481 1.431 -0.267
F 1.2222 3.8629 -6.7348 1.524 -0.286 0.387 -0.334
F -0.2167 3.7243 -8.2466 -0.591 0.446 -1.583 -0.292
C -0.8614 0.4863 -5.6319 0.128 -1.959 -2.914 0.092
C -1.0482 -1.0892 -5.6216 -0.502 1.606 1.181 -0.727
H -2.1058 -1.2659 -5.8174 0.047 -0.472 0.246 0.182
H -0.4654 -1.7308 -6.2825 0.263 0.801 -0.264 0.324
H -0.7391 -1.2956 -4.5969 -0.605 -0.886 0.214 0.025
H -1.7674 1.0133 -5.3330 -0.112 -0.163 0.422 -0.046
H -0.0692 0.6644 -4.9047 0.458 0.799 -0.558 0.322
H 1.3195 1.1900 -6.8406 0.269 0.662 1.039 0.169
C -1.1431 -2.0053 -1.2246 -1.003 -1.806 0.957 0.062
F -1.1184 -3.0827 -0.3738 0.337 1.255 -0.265 -0.244
F -0.0363 -2.1170 -1.9831 -1.036 0.624 0.245 -0.088
F -2.2928 -2.2363 -1.9516 1.504 0.796 0.092 -0.186
S -1.3678 -0.3492 -0.2991 1.881 1.402 0.292 1.312
O -1.6250 0.5420 -1.4189 -0.012 -0.089 -0.085 -0.645
O -2.5017 -0.5225 0.5728 -0.347 -0.550 0.216 -0.677
O -0.1115 -0.0096 0.4413 -1.593 -1.167 -1.243 -0.625
```
Forces are in eV/Å.